No. 1
C45H36Cl5N3O4PW | ωB97M-V/def2-TZVPD

Each line ends with the Löwdin charge.
Geometry (Å):
W -0.47693 -0.13309 -0.60088  1.7765
C -4.70753 0.47101 3.29482  -0.0194
O -3.59533 0.14061 2.46562  -0.0902
C -3.18923 -1.14209 2.43162  -0.1998
C -3.67563 -2.17039 3.24352  0.0680
C -3.16973 -3.45859 3.14292  0.0030
C -2.19003 -3.76459 2.22352  0.0248
C -1.66433 -2.76119 1.38772  -0.1468
C -0.65573 -3.08199 0.43192  0.0140
N -0.10033 -2.18359 -0.34778  -0.1392
N 0.86037 -2.63029 -1.22098  0.1406
C 1.54027 -1.64629 -1.74298  -0.3772
O 1.22657 -0.41029 -1.33858  -0.3332
C 2.57707 -1.86369 -2.71898  -0.1570
C 3.42177 -0.80129 -3.08358  -0.0376
C 4.38167 -0.98659 -4.05428  -0.0383
C 4.50777 -2.22209 -4.68168  -0.0198
C 3.67797 -3.28109 -4.32668  -0.0347
C 2.72007 -3.11319 -3.34678  0.0061
C -2.16973 -1.43749 1.50402  -0.2088
O -1.67013 -0.47929 0.68122  -0.2802
H -4.89563 1.52841 3.13092  0.1065
H -4.47533 0.30691 4.34652  0.1048
H -5.58453 -0.11289 3.01082  0.1145
H -4.45223 -1.97289 3.96492  0.1323
H -3.55863 -4.22719 3.79112  0.1360
H -1.82683 -4.77619 2.13352  0.1364
H -0.33093 -4.11419 0.32812  0.1683
H 3.32027 0.15101 -2.58178  0.0994
H 5.03077 -0.17199 -4.33598  0.1201
H 5.25607 -2.36089 -5.44768  0.1242
H 3.77817 -4.23309 -4.82868  0.1225
H 2.06817 -3.92139 -3.05338  0.1186
Cl -2.95113 -2.03909 -1.45368  0.8513
C -2.16533 -1.44709 -2.88068  -0.6341
C -1.14543 -0.51179 -2.63698  -0.3191
C -0.54383 -0.01939 -3.81118  -0.6333
Cl 0.68497 1.18101 -3.56538  0.8274
C -0.88243 -0.41959 -5.10228  -0.6821
Cl -0.07293 0.21561 -6.46648  0.7793
C -1.91013 -1.36739 -5.26758  -0.6610
Cl -2.37343 -1.86659 -6.82398  0.8213
C -2.56923 -1.88409 -4.13658  -0.6893
Cl -3.83253 -3.02049 -4.31008  0.7790
C -3.57483 2.24391 0.08472  -0.0367
C -3.08743 1.72301 -1.26588  -0.3952
C -4.13913 1.82841 -2.36808  -0.0159
C -1.77653 2.40081 -1.72648  -0.2790
C -1.74893 3.94021 -1.69958  -0.0242
O -0.71393 4.24611 -0.77398  0.0796
C -0.14773 3.15351 -0.33888  -0.2619
N -0.64933 2.02271 -0.81468  -0.0304
C 0.93647 3.35781 0.61832  -0.1095
C 1.35867 4.68961 0.78932  0.0321
C 2.34557 5.02411 1.69652  -0.0039
C 2.93127 4.03731 2.47422  0.0013
C 2.53627 2.71771 2.31652  -0.0592
C 1.55787 2.35421 1.39372  -0.2574
P 1.14617 0.56921 1.31642  1.1153
C 0.87727 0.12571 3.07112  -0.3345
C 1.89407 -0.38499 3.87582  -0.0738
C 1.63227 -0.70769 5.19602  -0.0313
C 0.37187 -0.49159 5.72812  -0.0297
C -0.63333 0.04851 4.93862  -0.0460
C -0.39123 0.34441 3.60792  -0.0932
C 2.73207 -0.24559 0.91642  -0.3738
C 2.77957 -1.63349 1.09252  -0.1267
C 3.94667 -2.32679 0.82902  -0.0384
C 5.06927 -1.64719 0.37602  -0.0294
C 5.01227 -0.27969 0.16122  -0.0415
C 3.84777 0.42511 0.42322  -0.0702
H -4.43363 1.65831 0.40052  0.0889
H -3.88733 3.28361 0.03332  0.0933
H -2.79273 2.13221 0.84342  0.0745
H -2.85403 0.63901 -1.12048  0.0583
H -4.37593 2.86381 -2.59568  0.0995
H -5.05453 1.33671 -2.05508  0.0977
H -3.79133 1.34571 -3.27848  0.0846
H -1.55183 2.06031 -2.74428  0.0939
H -2.67183 4.40931 -1.35248  0.1422
H -1.48143 4.37511 -2.66678  0.1554
H 0.90187 5.46651 0.19572  0.1343
H 2.65427 6.05261 1.79752  0.1313
H 3.69277 4.29081 3.19602  0.1319
H 3.00097 1.95041 2.91992  0.1158
H 2.89037 -0.53299 3.48802  0.1119
H 2.42037 -1.11699 5.80962  0.1254
H 0.17807 -0.72939 6.76282  0.1245
H -1.59993 0.24921 5.37262  0.1148
H -1.17163 0.76321 2.97792  0.0944
H 1.91107 -2.15859 1.48112  0.1043
H 3.99207 -3.39199 0.99392  0.1224
H 5.99107 -2.18219 0.20992  0.1242
H 5.88497 0.24511 -0.19678  0.1236
H 3.81827 1.49321 0.26212  0.1129

2S+1 ... 1
Orbital gap (spin up / spin down) ... 0.173 / 0.173 hartree
Total charge ... +3

---

No. 2
C4H4ClO4 | ωB97M-V/def2-TZVPD

Each line ends with the Löwdin charge.
Geometry (Å):
C -0.30457 0.97551 -0.25541  -0.4860
C 0.34998 -0.33483 -0.29753  -0.4222
C -1.74995 0.85907 0.11973  -0.0345
C 1.81847 -0.63925 0.22558  -1.0714
O -0.34062 -1.56006 -0.30347  -0.0415
O 0.21419 1.95524 -0.67437  0.0693
O 1.55199 -0.35507 -1.08999  0.0162
O 2.08022 -1.73099 0.72933  -0.1022
Cl 2.55142 0.80103 0.98096  0.6189
H -2.12130 -0.22905 0.02534  0.0850
H -1.86534 1.09894 1.22681  0.0897
H -2.50586 1.53575 -0.52980  0.1173
H 0.32135 -2.37628 -0.15718  0.1614

2S+1 ... 1
Orbital gap ... 0.280 hartree
ΔE to the lowest compared entry with this formula, charge and spin ... 2.0239 eV
Total charge ... -1
SMILES ... CC(=O)[C@@]1(O)O[C@@]1([O-])Cl

---

no.,E_tot (a.u.)
1,-4910.1325
2,-915.9730